Below is a molecular structure, C6H3AuF3NS4Sb, with properties calculated with ωB97M-V with the def2-TZVPD basis set.

- spin multiplicity = 2
- E_LUMO (spin up / spin down) (eV) = -1.397 / -2.282
- energy (eV) = -69485.3405
- HOMO energy (spin up / spin down) (eV) = -8.8 / -8.7
- maximum force (eV/A) = 0.1
- gap between HOMO and LUMO (spin up / spin down) (eV) = 7.45 / 6.43

```
19
Properties=species:S:1:pos:R:3:forces:R:3
Au -0.8006 1.6773 -1.3956 0.0173 0.0139 0.0054
F 2.8701 0.7360 2.0277 0.0145 0.0523 -0.0172
C 2.3000 -0.4517 2.2181 -0.0076 -0.0036 -0.0024
F 3.2273 -1.3938 1.9674 0.0323 -0.0495 -0.0280
F 1.9971 -0.5531 3.5253 -0.0320 -0.0049 0.0608
C 1.0766 -0.6686 1.3704 0.0014 0.0205 -0.0090
C 0.4112 -1.8778 1.5011 0.0170 -0.0028 0.0150
C -0.7239 -2.1574 0.7551 -0.0242 0.0044 -0.0261
C -1.1728 -1.1927 -0.1239 0.0192 -0.0100 0.0291
N -0.5302 -0.0373 -0.2406 0.0127 -0.0126 0.0194
C 0.5790 0.2719 0.4673 -0.0358 0.0187 -0.0547
S 1.1171 1.8701 0.0187 -0.0023 -0.0292 0.0303
H 0.7927 -2.6114 2.2005 0.0053 0.0042 0.0012
H -1.2453 -3.0973 0.8512 0.0000 0.0013 0.0011
H -2.0477 -1.3171 -0.7495 -0.0006 -0.0127 0.0043
S -1.4953 2.8485 -5.6244 -0.0264 -0.0157 -0.0298
Sb -2.8480 3.2012 -3.7073 0.0648 0.0182 0.0282
S -0.8011 3.6825 -2.4982 -0.0233 0.0254 0.0058
S -2.7063 1.0706 -2.5632 -0.0322 -0.0180 -0.0333
```
Positions in Å, forces in eV/Å.